(1)
Computed, not measured: a 2-piece molecular cluster, C3H11NO overall, with ωB97M-V/def2-TZVPD.

Last column: natural (NBO) charge in e.
Cartesian coordinates (Å):
C  -1.514793  1.242642  1.014451  -0.648
C  -0.328287  0.376774  1.500317  -0.050
O  0.288369  -0.255207  0.411922  -0.553
C  -0.220367  -1.417776  -0.148684  -0.255
H  -2.400239  1.252782  1.653351  0.210
H  -1.221078  2.281202  0.852190  0.210
H  -1.831286  0.865258  0.046669  0.215
H  -0.631000  -0.381102  2.236064  0.161
H  0.425127  1.003988  1.966084  0.189
H  -0.500327  -1.424934  -1.202983  0.173
H  -1.085456  -1.768852  0.436597  0.168
H  0.494813  -2.234798  -0.013456  0.183
N  2.232328  -0.070837  -2.120312  -1.084
H  2.391049  0.252594  -3.068294  0.350
H  2.614480  0.623028  -1.516624  0.369
H  1.286670  -0.344760  -2.047288  0.364

Forces on atoms 1 to 3 (eV/Å):
0.07 0.02 0.04
-1.14 -0.10 -0.14
1.42 0.81 -0.88

The calculation puts the relative energy (zero: lowest compared OMol25 entry of this formula, charge and spin) at 124.6 kJ/mol. The structure (SMILES) is CCOC.N. As for the total charge: 0. The value obtained for the total energy is -250.8492 Ha. The value obtained for the lowest unoccupied orbital energy is 1.1 eV.


(2)
Computed, not measured: a 7-piece molecular cluster, C30H35BBrFN8O7 overall, with ωB97M-V/def2-TZVPD.

Last column: Löwdin charge in e.
Cartesian coordinates (Å):
H  4.606170  -0.823542  2.268963  0.042
N  4.774064  0.194559  2.161802  0.096
C  3.838177  0.843383  2.832645  -0.348
C  2.721467  -0.007238  3.633136  -0.086
C  3.778103  2.466312  2.919570  -0.098
C  2.233379  2.873825  2.671733  -0.106
C  1.383409  3.214955  3.948238  0.012
C  -0.141096  3.576977  3.764469  0.033
C  -0.750888  3.577608  2.337840  -0.020
C  0.131125  3.266335  1.062297  0.039
C  1.658714  2.898589  1.214080  0.038
C  2.540536  2.536073  -0.084951  -0.274
O  3.703386  3.026663  -0.192909  0.085
N  2.039579  1.675544  -1.190224  0.118
C  2.953418  0.565842  -1.501717  -0.323
O  3.830945  0.732846  -2.392944  0.093
F  2.833583  -0.705282  -0.849950  0.036
C  -0.575760  3.336109  -0.393147  -0.213
O  -0.005202  3.756059  -1.432309  0.044
C  -2.108980  2.810846  -0.408551  -0.040
C  -2.554287  1.996978  -1.707449  -0.126
C  -4.026279  2.316666  -2.261120  -0.296
C  -4.424036  3.874394  -2.310698  -0.511
Br  -6.355941  3.975344  -1.704885  0.542
C  -2.891719  3.085350  0.739106  -0.099
O  -4.241358  2.625929  0.827881  0.097
B  -4.361926  1.432463  1.632038  -0.565
O  -3.212902  0.809159  2.294520  0.097
O  -5.713579  0.917040  1.781900  0.126
C  -2.308427  3.888167  2.022973  -0.193
O  -3.015652  4.679211  2.693346  0.086
H  1.639697  0.295783  3.346346  0.078
H  2.873956  0.152840  4.779385  0.054
H  2.792331  -1.136754  3.388475  0.082
H  4.489344  2.971952  2.183346  0.113
H  4.102981  2.745680  3.994447  0.124
H  1.849098  3.207494  5.003554  0.115
H  -0.759803  3.820794  4.696198  0.113
H  2.081705  2.283885  -2.036133  0.143
H  -1.813436  2.297325  -2.548016  0.119
H  -2.351906  0.872440  -1.525870  0.109
H  -4.780290  1.738393  -1.603699  0.087
H  -4.110645  1.822407  -3.303321  0.066
H  -4.429846  4.230409  -3.393886  0.062
H  -3.858402  4.545736  -1.583963  0.067
H  -2.669223  0.386829  1.583232  0.120
H  -5.631486  0.105667  2.330229  0.107
C  -5.942046  1.877419  -6.756400  -0.060
C  -5.965117  1.401312  -5.333434  -0.222
N  -5.983393  1.026426  -4.209416  0.140
H  -5.314726  2.766487  -6.840253  0.078
H  -5.540292  1.095422  -7.402993  0.076
H  -6.954152  2.123478  -7.081657  0.081
C  4.415532  -2.620359  -3.129091  -0.063
C  3.745851  -3.596540  -4.052854  -0.254
N  3.217692  -4.366471  -4.781878  0.095
H  3.719772  -2.310667  -2.348403  0.055
H  5.287142  -3.085671  -2.665038  0.071
H  4.737428  -1.740182  -3.687893  0.077
C  0.119167  -2.546111  5.696325  -0.095
C  1.294564  -1.719205  6.130469  -0.227
N  2.222289  -1.067048  6.473009  0.110
H  0.445166  -3.555847  5.459250  0.031
H  -0.620483  -2.589521  6.496377  0.072
H  -0.339570  -2.102103  4.810597  0.079
C  6.910538  -6.460134  -2.556406  -0.069
C  6.817266  -5.927928  -1.155428  -0.257
N  6.744102  -5.507891  -0.050841  0.104
H  6.702379  -7.531233  -2.561181  0.078
H  6.185464  -5.953169  -3.195894  0.066
H  7.913137  -6.290635  -2.952506  0.078
C  -0.913469  -5.931141  3.276113  -0.054
C  -1.015740  -5.416458  4.681873  -0.219
N  -1.096455  -5.009796  5.791738  0.123
H  -1.105426  -7.005156  3.259533  0.081
H  -1.646139  -5.428256  2.642648  0.081
H  0.087010  -5.741700  2.883273  0.081
C  -2.340977  -0.933264  -4.886116  -0.063
C  -2.363312  -1.407683  -3.463357  -0.246
N  -2.381218  -1.780405  -2.339462  0.109
H  -1.716102  -0.042427  -4.970388  0.076
H  -1.936438  -1.714795  -5.531562  0.079
H  -3.354192  -0.690515  -5.211733  0.063

Forces on atoms 1 to 3 (eV/Å):
0.10 0.73 -0.06
-2.30 1.87 1.57
0.67 -1.78 -0.69

The structure (SMILES) is [H]/N=C(\C)Cc1ccc2c(c1C(=O)NC(=O)F)C(=O)C(CCCBr)=C(OB(O)O)C2=O.CC#N.CC#N.CC#N.CC#N.CC#N.CC#N. As for the total charge: 0. The value obtained for the total energy is -4827.3676 Ha. The value obtained for the lowest unoccupied orbital energy is -1.5 eV.


Here are the calculated HOMO energy numbers, same order: -9.5; -9.4 (eV).